65
Properties=species:S:1:pos:R:3:lowdin_charge:R:1 method="wB97M-V/def2-TZVPD" homo_lumo_gap_ha=0.3059 lumo_ev=0.55 homo_energy_ev=-7.775 charge=0
H -2.860 1.349 0.480 0.05
H 0.978 3.141 1.775 0.14
C 0.290 2.377 -0.137 -0.22
C 1.392 2.878 0.799 -0.43
H 1.337 4.935 -0.193 0.04
H 5.068 -1.563 2.001 0.09
C -6.177 -1.390 0.388 -0.07
C 5.041 -0.678 -1.294 0.01
H -2.838 -5.168 -0.984 0.13
N 2.342 2.012 1.018 0.05
C 4.915 -2.968 0.666 -0.19
C -3.681 -2.774 0.054 -0.12
C -1.578 3.572 -1.535 -0.34
H -7.043 -3.130 -0.035 0.02
C -6.200 -2.707 0.043 -0.04
H 2.821 4.475 0.925 0.10
C 3.833 0.000 0.925 -0.46
C 2.074 4.184 0.069 -0.01
H -2.966 0.458 2.000 0.17
O -2.386 -3.342 0.058 -0.10
C -4.942 -3.530 -0.228 0.09
C -3.714 -1.316 0.183 -0.16
C -0.923 1.033 1.416 -0.05
C -2.530 -4.832 0.066 -0.02
C -2.406 0.593 0.909 -0.16
H -4.695 0.418 0.813 0.14
H 5.538 -3.886 0.913 0.18
H -4.981 -4.411 -0.298 -0.05
C -0.706 0.270 -0.981 -0.22
O 5.404 -3.168 -0.795 -0.16
C 3.025 1.178 0.063 -0.38
H 3.678 -2.363 -1.498 0.09
H -0.807 1.999 1.854 0.06
N 4.787 -0.433 0.337 0.08
H -0.524 -1.523 0.334 0.17
H -1.642 -1.717 -1.085 0.16
C 5.398 -1.825 1.046 -0.10
C -0.862 3.268 -0.598 -0.44
H -1.353 0.646 -1.582 0.08
C 4.614 -2.030 -1.628 -0.07
H 2.251 1.612 2.067 0.21
C -2.561 4.479 -1.533 -0.14
N -0.077 0.826 0.085 -0.11
H 4.447 0.107 -1.373 0.03
H 4.065 -3.327 0.651 0.05
H 4.792 -2.048 -2.600 0.08
H 2.771 3.901 -0.880 0.12
H -3.167 4.457 -2.423 0.10
O 3.124 1.439 -0.994 0.18
H -1.116 3.180 -2.645 0.20
H -1.694 -5.187 0.161 -0.02
C -2.796 4.880 -0.155 -0.43
C -4.882 -0.614 0.236 0.00
H -0.587 0.113 2.124 0.16
O 3.628 -0.050 2.159 0.01
N -2.405 -0.760 0.450 -0.12
H -6.930 -0.751 0.201 0.05
H 0.290 -0.017 -1.298 0.15
H 6.681 -1.594 0.891 0.23
H 0.759 2.128 -1.094 0.13
H 6.115 -0.434 -1.378 0.15
C -1.330 -0.876 -0.295 -0.27
S -1.569 4.363 0.521 1.11
H -3.392 5.532 0.029 -0.02
H -3.137 -5.395 0.832 0.13

64
Properties=species:S:1:pos:R:3:lowdin_charge:R:1 method="wB97M-V/def2-TZVPD" multiplicity=7 homo_lumo_gap_ha="0.1721 / 0.2048" lumo_ev="-8.49 / -8.43" homo_energy_ev="-13.171 / -14.001" charge=+2 s2=12.876
H -4.669 -0.554 2.207 0.13
C 3.319 1.449 -3.949 -0.27
C 2.259 -2.100 1.965 -0.16
C -3.734 1.209 -4.368 -0.27
H -3.474 -2.495 -3.537 0.05
C -0.973 3.366 4.322 -0.05
C 3.518 -2.656 2.238 -0.06
H 2.980 1.687 -4.960 0.04
H -2.618 0.915 2.141 0.12
H -4.780 0.844 -4.315 0.06
I -0.191 -1.379 -0.400 0.69
P -2.694 -0.207 -3.772 0.63
H -1.143 1.207 4.399 0.11
C 2.680 0.259 -1.528 -0.41
As 0.318 0.145 1.934 1.04
C -3.577 -1.741 -4.334 -0.27
I -0.350 1.345 -0.773 0.62
H -0.112 -2.588 2.692 0.07
C -0.676 2.065 3.894 -0.10
H -3.192 -2.154 -5.279 0.04
C 2.714 -0.238 3.485 -0.09
H 4.592 -0.345 4.512 0.12
C -1.070 -2.139 2.906 -0.15
C 4.354 -2.047 3.159 -0.05
H -2.988 -1.108 -1.484 -0.02
C -0.402 4.471 3.693 -0.05
H -0.701 5.481 3.998 0.13
C 3.944 -0.847 3.777 -0.04
H 2.436 0.708 3.952 0.11
H 2.892 -1.733 -4.659 0.04
H 2.146 1.097 -1.058 -0.09
Cl 0.645 -0.139 -7.503 -0.26
H 3.114 -2.090 -2.904 0.05
C -3.499 -2.361 2.725 -0.04
H 3.201 2.320 -3.293 0.06
H 4.359 1.145 -3.965 0.06
C -3.662 -0.970 2.492 -0.06
H -3.125 0.644 -1.475 -0.03
H 3.759 0.393 -1.417 0.07
H 5.302 -2.521 3.449 0.13
H 1.228 2.905 1.182 0.05
C 0.737 3.006 2.150 -0.15
C -2.226 -2.909 2.975 -0.06
C -2.507 -0.158 2.478 -0.12
H 3.803 -3.589 1.767 0.12
H -3.487 1.535 -5.393 0.05
H -4.641 -1.435 -4.448 0.06
C 0.191 1.889 2.819 -0.40
H -2.138 -3.968 3.191 0.12
C -1.222 -0.765 2.725 -0.42
H 1.576 -2.540 1.233 0.01
H 2.368 -0.643 -0.995 -0.05
H -1.767 3.553 5.050 0.12
Tb -0.134 0.015 -5.201 0.78
H 4.300 -1.068 -3.768 0.06
P 2.285 0.125 -3.306 0.63
C 3.247 -1.351 -3.697 -0.27
H 0.951 5.176 2.219 0.12
H -4.410 -2.976 2.678 0.12
H -4.484 -0.333 -2.127 0.07
C 0.505 4.282 2.663 -0.07
C 1.899 -0.884 2.559 -0.36
C -3.383 -0.249 -2.055 -0.36
H -3.593 2.047 -3.666 0.05

63
Properties=species:S:1:pos:R:3:lowdin_charge:R:1 method="wB97M-V/def2-TZVPD" multiplicity=6 homo_lumo_gap_ha="0.2715 / 0.1768" lumo_ev="-4.41 / -9.38" homo_energy_ev="-11.794 / -14.191" charge=+2 s2=8.794
H -4.208 2.688 2.438 0.09
C 2.783 -0.389 -1.200 -0.27
H -1.628 -0.547 0.791 -0.07
H 4.981 -1.731 -0.318 0.13
H 0.007 -3.519 2.128 0.16
C -1.622 -2.390 -1.560 -0.22
H 4.152 1.258 0.851 0.07
H 2.840 2.155 1.703 0.02
H -1.944 1.762 -3.460 0.07
C -1.154 4.162 2.045 0.02
N -1.811 2.200 1.420 -0.02
H -1.160 5.159 2.470 0.15
C -3.556 3.574 2.585 0.02
H -0.493 -1.120 -2.880 0.10
C 4.108 -3.420 0.722 -0.01
C -1.490 -1.145 -2.398 -0.25
H -3.491 -5.257 -1.290 0.13
H -2.437 1.381 1.320 0.11
Ir -0.242 0.184 0.325 1.15
C -0.651 -2.664 -0.557 -0.22
P -1.558 0.434 -1.418 0.64
H 0.458 -5.129 1.516 0.14
H 1.677 3.329 -0.755 0.01
C 2.825 -1.645 -0.368 -0.22
H 2.980 0.376 1.891 0.05
C -0.090 3.476 1.467 -0.21
H -3.477 1.690 -0.595 0.04
H -3.461 3.762 3.677 0.11
H 3.796 -0.084 -1.515 0.11
N 0.357 -1.723 -0.285 -0.10
H 3.287 2.735 -1.306 0.07
C 1.673 -3.483 0.779 -0.12
H 2.066 3.911 1.954 0.07
H 2.154 -0.537 -2.100 0.10
H 1.371 4.813 0.488 0.09
H 1.047 5.219 2.054 0.10
C 1.613 -2.264 0.050 -0.18
P 1.943 0.959 -0.233 0.73
C -1.704 -4.821 -0.135 0.01
H -2.262 -1.110 -3.188 0.11
C 3.101 1.216 1.187 -0.23
C -3.346 0.714 -1.090 -0.24
H -4.018 4.457 2.101 0.11
C -2.199 3.325 2.014 -0.29
C 1.194 4.298 1.447 -0.03
H -3.692 -0.078 -0.407 0.05
H -1.729 -5.768 0.418 0.13
H -1.095 2.709 -2.183 0.05
C 2.912 -4.053 1.094 0.01
C -2.645 -3.323 -1.792 -0.01
H -3.397 -3.108 -2.561 0.13
C -0.691 -3.893 0.142 -0.12
H 5.075 -3.863 0.985 0.13
C 2.213 2.491 -1.232 -0.22
N -0.524 2.193 1.067 -0.15
C -1.166 1.726 -2.677 -0.23
C 4.053 -2.221 0.000 -0.01
H -0.195 1.491 -3.142 0.04
H 1.802 2.348 -2.244 0.04
C 0.351 -4.071 1.223 -0.05
H 2.939 -4.994 1.655 0.13
C -2.693 -4.535 -1.088 -0.02
H -3.929 0.689 -2.028 0.07